[1]
Below is a structure of composition C32H34AlAsN5O3PS2 in a non-equilibrium geometry, with properties calculated with ωB97M-V with the def2-TZVPD basis set.

Summary:
- calculated total energy (eV) = -145715.769
- molecular weight (g mol⁻¹) = 733.7
- ΔE to the lowest compared entry with this formula, charge and spin (kcal per mole) = 0.0
- total charge = +2
- E_LUMO (eV) = -4.79

Last column: Löwdin charge in e.
Cartesian coordinates (Å):
Al (1.003, -0.911, 0.390)  -0.398
O (0.911, 0.330, 1.839)  -0.287
S (2.350, -0.006, 2.184)  0.666
O (2.504, -0.479, 3.507)  -0.197
O (2.690, -1.007, 1.094)  -0.218
C (3.316, 1.405, 1.793)  -0.279
C (4.305, 1.865, 2.641)  -0.017
C (5.029, 2.989, 2.272)  -0.024
C (4.747, 3.628, 1.074)  -0.021
C (3.772, 3.137, 0.222)  -0.033
C (3.040, 2.004, 0.571)  -0.304
P (1.695, 1.398, -0.517)  1.134
C (2.382, 1.944, -2.117)  -0.369
C (2.018, 3.101, -2.793)  -0.084
C (2.692, 3.461, -3.949)  -0.052
C (3.718, 2.666, -4.434)  -0.051
C (4.078, 1.505, -3.764)  -0.057
C (3.407, 1.140, -2.613)  -0.104
C (0.369, 2.574, -0.072)  -0.341
C (0.322, 3.210, 1.165)  -0.065
C (-0.763, 4.006, 1.492)  -0.049
C (-1.795, 4.189, 0.588)  -0.057
C (-1.744, 3.576, -0.653)  -0.071
C (-0.675, 2.760, -0.977)  -0.145
H (4.483, 1.356, 3.576)  0.127
H (5.797, 3.373, 2.922)  0.122
H (5.280, 4.525, 0.803)  0.122
H (3.567, 3.645, -0.708)  0.115
H (1.220, 3.725, -2.420)  0.103
H (2.415, 4.366, -4.468)  0.116
H (4.234, 2.946, -5.340)  0.116
H (4.882, 0.892, -4.138)  0.113
H (3.681, 0.244, -2.067)  0.108
H (1.126, 3.084, 1.875)  0.109
H (-0.797, 4.491, 2.454)  0.115
H (-2.631, 4.819, 0.845)  0.114
H (-2.532, 3.745, -1.370)  0.115
H (-0.615, 2.289, -1.950)  0.092
N (-1.675, -3.539, 5.576)  0.223
C (-1.567, -2.732, 4.533)  -0.444
N (-2.378, -1.682, 4.402)  0.227
N (-0.661, -3.040, 3.621)  0.188
C (-0.226, -2.540, 2.578)  -0.211
N (0.247, -2.240, 1.538)  0.196
H (-2.352, -3.389, 6.304)  0.136
H (-1.030, -4.308, 5.663)  0.141
H (-3.067, -1.461, 5.101)  0.134
H (-2.258, -1.048, 3.630)  0.107
S (2.475, -4.093, -2.224)  1.152
C (1.821, -2.867, -3.232)  -0.317
C (1.368, -1.832, -2.482)  -0.222
N (1.534, -2.003, -1.145)  -0.095
C (2.114, -3.145, -0.869)  -0.404
H (1.819, -2.972, -4.298)  0.087
H (0.934, -0.917, -2.850)  0.113
H (2.351, -3.426, 0.143)  0.100
C (-2.139, -0.093, -2.287)  -0.216
As (-1.308, -0.727, -0.609)  1.238
C (-2.586, -0.034, 0.694)  -0.218
C (-1.785, -2.649, -0.838)  -0.281
C (-3.242, -2.921, -0.660)  -0.322
C (-4.118, -2.908, -1.740)  -0.056
C (-5.467, -3.164, -1.561)  -0.056
C (-5.961, -3.441, -0.298)  -0.066
C (-5.102, -3.446, 0.786)  -0.070
C (-3.756, -3.182, 0.608)  -0.079
H (-3.114, -0.573, -2.382)  0.029
H (-1.524, -0.362, -3.149)  0.037
H (-2.287, 0.983, -2.269)  0.015
H (-3.423, -0.712, 0.863)  0.029
H (-2.974, 0.920, 0.340)  0.038
H (-2.044, 0.153, 1.622)  0.013
H (-1.195, -3.239, -0.133)  0.060
H (-1.472, -2.918, -1.853)  0.085
H (-3.735, -2.735, -2.736)  0.112
H (-6.132, -3.155, -2.409)  0.113
H (-7.006, -3.666, -0.162)  0.112
H (-5.483, -3.664, 1.771)  0.107
H (-3.079, -3.213, 1.454)  0.100

Force components x, y, z for each atom (eV/Å):
-0.7 0.2 -1.2
0.6 0.0 -0.1
0.4 0.2 0.8
0.4 0.1 0.4
0.1 0.2 0.6
-0.2 -0.2 0.0
0.0 -0.1 0.2
-0.1 -0.1 0.0
0.0 0.0 0.1
-0.2 -0.2 0.1
0.0 0.2 -0.1
0.2 1.0 -0.4
-0.4 -0.4 0.1
-0.1 0.0 0.1
0.0 0.0 -0.1
0.0 0.0 0.0
0.1 0.0 0.0
-0.1 0.0 0.1
0.0 -0.2 -0.2
0.0 -0.1 -0.1
0.0 0.0 0.1
0.0 0.0 0.0
-0.1 0.0 -0.1
0.2 0.0 0.0
0.1 0.0 0.1
0.1 0.0 0.1
0.1 0.1 0.0
0.0 0.0 -0.1
0.0 0.1 0.0
0.0 0.1 0.0
0.1 0.0 -0.1
0.1 -0.1 -0.1
0.1 -0.1 -0.1
0.0 0.0 0.0
0.0 0.1 0.1
-0.1 0.1 0.0
-0.1 0.0 -0.1
-0.1 0.0 0.0
-0.1 0.0 0.2
-0.1 0.2 -0.4
-0.1 0.0 0.1
0.1 -0.9 1.2
0.5 0.5 -1.9
-0.4 -0.2 0.7
0.0 0.0 0.0
0.0 0.0 0.0
0.0 0.1 0.0
-0.1 0.0 0.0
-0.1 0.4 0.1
0.0 -0.1 0.3
0.0 0.0 -0.8
0.1 -0.3 0.7
0.3 -0.5 -0.1
0.0 0.0 -0.2
0.0 0.0 -0.1
0.0 -0.2 0.1
0.4 0.0 0.2
-1.5 -0.2 -0.5
0.2 0.0 0.1
0.1 -0.1 0.0
-0.1 0.1 0.0
0.1 0.0 0.0
-0.1 0.0 0.0
0.0 0.0 0.0
0.0 0.0 0.1
0.1 -0.1 0.0
0.1 -0.1 0.1
0.0 0.0 0.1
0.1 -0.1 0.1
0.1 0.0 -0.1
0.1 0.0 0.0
0.0 0.0 0.0
0.0 0.2 -0.1
0.1 0.1 0.1
0.0 0.0 -0.1
-0.1 0.0 -0.1
-0.1 0.0 0.0
0.0 -0.1 0.1
0.0 0.0 0.1

=====

[2]
Below is a structure of composition C32H34B2N12NiPS4, with properties calculated with ωB97M-V with the def2-TZVPD basis set.

Summary:
- calculated total energy (eV) = -146649.645
- molecular weight (g mol⁻¹) = 826.3
- multiplicity = 4
- E_LUMO (spin up / spin down) (eV) = 0.34 / -2.92

Last column: Mulliken spin population.
Cartesian coordinates (Å):
Ni (0.312, 0.188, 0.196)  1.667
C (-1.052, 2.986, 3.094)  0.000
C (-0.074, 2.535, 2.202)  -0.005
N (-0.604, 1.688, 1.336)  0.069
N (-1.920, 1.573, 1.625)  -0.021
C (-2.204, 2.342, 2.697)  0.004
B (-2.760, 0.693, 0.650)  -0.032
N (-2.328, 1.071, -0.795)  -0.018
C (-2.989, 1.834, -1.684)  0.000
C (-2.151, 2.075, -2.753)  0.008
C (-0.960, 1.413, -2.422)  -0.018
N (-1.085, 0.813, -1.247)  0.085
N (-2.370, -0.786, 0.933)  -0.001
C (-3.094, -1.803, 1.432)  0.002
C (-2.244, -2.859, 1.685)  0.011
C (-0.982, -2.390, 1.313)  -0.011
N (-1.072, -1.147, 0.862)  0.103
N (-4.267, 0.898, 0.736)  0.001
C (-5.025, 1.886, 1.274)  0.000
C (-6.337, 1.638, 0.959)  0.000
C (-6.288, 0.456, 0.200)  0.000
N (-5.050, 0.020, 0.059)  0.000
H (-0.938, 3.689, 3.900)  0.000
H (0.977, 2.778, 2.152)  0.003
H (-3.182, 2.351, 3.142)  0.000
H (-4.001, 2.155, -1.501)  0.001
H (-2.361, 2.646, -3.640)  0.010
H (-0.034, 1.334, -2.970)  0.006
H (-4.160, -1.717, 1.550)  0.000
H (-2.503, -3.821, 2.090)  0.002
H (-0.024, -2.883, 1.344)  -0.005
H (-4.589, 2.716, 1.796)  0.000
H (-7.197, 2.221, 1.239)  0.000
H (-7.104, -0.090, -0.247)  0.000
C (-3.864, -1.761, -3.058)  -0.011
N (-2.627, -1.387, -3.727)  0.063
C (-2.532, -0.666, -4.859)  0.143
C (-1.195, -0.592, -5.176)  0.074
N (-0.489, -1.252, -4.244)  0.106
B (1.104, -1.309, -4.370)  -0.012
N (1.736, -2.095, -3.213)  0.004
C (2.090, -3.427, -3.278)  0.000
C (2.716, -3.752, -2.127)  0.002
N (2.750, -2.606, -1.358)  0.003
C (3.418, -2.460, -0.071)  -0.001
C (2.136, -1.605, -2.025)  0.005
S (2.048, 0.013, -1.469)  0.038
C (-1.361, -1.770, -3.338)  -0.096
S (-1.070, -2.742, -2.014)  0.683
H (-4.684, -1.623, -3.759)  0.002
H (-4.030, -1.140, -2.179)  0.006
H (-3.807, -2.801, -2.751)  0.002
H (-3.394, -0.249, -5.348)  0.009
H (-0.706, -0.107, -6.003)  0.006
H (1.341, -1.881, -5.407)  0.009
H (1.489, -0.173, -4.364)  0.007
H (1.868, -4.026, -4.142)  0.001
H (3.149, -4.677, -1.793)  0.001
H (4.140, -3.265, 0.044)  0.000
H (2.703, -2.481, 0.750)  0.001
H (3.928, -1.498, -0.044)  0.000
S (3.781, 1.952, 1.152)  0.002
P (3.305, 0.556, 2.447)  0.014
S (1.578, -0.472, 2.185)  0.076
C (3.242, 1.251, 4.140)  0.000
C (4.408, 1.816, 4.654)  -0.001
C (4.424, 2.342, 5.934)  0.000
C (3.271, 2.313, 6.712)  0.000
C (2.107, 1.762, 6.201)  0.001
C (2.091, 1.228, 4.917)  -0.001
C (4.627, -0.703, 2.606)  -0.004
C (5.836, -0.540, 1.944)  0.001
C (6.815, -1.525, 2.025)  0.000
C (6.586, -2.672, 2.769)  0.000
C (5.380, -2.834, 3.442)  0.002
C (4.403, -1.854, 3.360)  0.004
H (5.302, 1.846, 4.041)  0.000
H (5.333, 2.778, 6.328)  0.000
H (3.286, 2.716, 7.717)  0.000
H (1.207, 1.741, 6.803)  0.000
H (1.189, 0.787, 4.515)  0.001
H (5.996, 0.358, 1.359)  0.000
H (7.753, -1.395, 1.500)  0.000
H (7.346, -3.441, 2.829)  0.000
H (5.199, -3.728, 4.024)  0.000
H (3.456, -1.982, 3.869)  -0.004

Force components x, y, z for each atom (eV/Å):
0.1 0.3 0.3
-0.1 0.0 -0.1
0.0 0.1 0.1
0.0 0.0 -0.1
-0.2 0.1 -0.1
0.1 -0.1 0.1
0.2 0.0 0.0
0.0 0.0 0.0
0.0 0.0 -0.1
0.0 -0.1 0.0
-0.1 0.0 -0.1
0.1 0.0 0.0
-0.2 0.0 -0.1
0.0 0.0 0.0
0.0 0.0 0.0
0.0 -0.1 0.0
-0.1 0.0 -0.1
0.0 -0.1 0.2
0.1 0.0 -0.1
0.0 0.0 0.0
0.0 0.0 0.0
0.0 0.0 0.0
0.0 0.0 0.0
0.0 -0.1 0.0
0.0 0.0 0.0
0.0 0.0 0.0
0.0 0.0 0.0
0.0 0.0 0.1
0.0 0.0 0.0
0.0 0.0 0.0
0.0 0.0 0.0
0.0 0.0 0.0
0.0 0.0 0.0
0.0 0.0 0.0
-0.1 0.1 0.1
0.0 -0.1 -0.2
-0.1 0.0 0.1
0.1 0.0 0.0
-0.1 0.0 -0.1
0.3 -0.1 0.1
0.0 0.0 -0.2
0.0 0.0 0.1
0.0 0.0 0.0
0.0 -0.1 0.1
0.0 -0.1 0.0
0.1 0.0 0.1
0.1 0.0 -0.2
0.0 -0.1 0.2
0.0 0.1 0.0
0.0 0.0 0.0
0.0 0.0 0.1
0.0 0.0 0.0
0.0 0.0 0.0
0.0 0.0 0.0
-0.1 0.0 0.0
-0.1 0.0 -0.1
0.0 0.0 0.0
0.0 0.0 0.0
0.0 0.0 0.0
0.0 0.0 -0.1
0.0 0.0 0.0
-0.1 0.0 0.0
0.0 0.2 0.0
-0.1 -0.1 0.0
0.0 -0.1 0.0
0.0 0.0 0.0
0.0 0.0 0.0
0.0 0.0 0.0
0.0 0.0 0.0
0.0 0.0 0.0
0.0 0.0 -0.1
0.0 0.0 0.0
0.0 0.0 0.0
0.0 0.0 0.0
0.0 0.0 0.0
0.0 0.0 0.0
0.0 0.0 0.0
0.0 0.0 0.0
0.0 0.0 0.0
0.0 0.0 0.0
0.0 0.0 0.0
0.0 0.0 0.0
0.0 0.0 0.0
0.0 0.0 0.0
0.0 0.0 0.0
0.0 0.0 0.0

=====

[3]
Below is a structure of composition C32H34BO3 in a non-equilibrium geometry, with properties calculated with ωB97M-V with the def2-TZVPD basis set.

Summary:
- calculated total energy (eV) = -40539.624
- molecular weight (g mol⁻¹) = 477.4
- ΔE to the lowest compared entry with this formula, charge and spin (kcal per mole) = 67.9
- total charge = +1
- E_LUMO (eV) = -4.63

Last column: Löwdin charge in e.
Cartesian coordinates (Å):
C (-1.898, -4.935, 0.230)  -0.007
C (-1.757, -3.728, 1.006)  -0.308
C (-2.148, -3.334, 2.276)  0.017
C (-1.686, -1.989, 2.389)  0.034
C (-0.837, -1.590, 1.288)  -0.304
B (-3.151, -1.119, 0.045)  -0.326
O (-3.863, -0.158, 0.587)  0.154
C (-3.312, 1.089, -0.306)  -0.142
C (-4.677, 1.750, -0.996)  -0.014
C (-2.642, 1.980, 0.832)  0.011
C (-2.483, 0.181, -1.504)  -0.249
C (-2.734, 0.704, -2.974)  -0.004
C (-1.007, -0.157, -1.680)  -0.049
O (-2.933, -1.280, -1.278)  0.170
O (-0.937, -2.745, 0.445)  0.049
H (-2.698, -5.603, 0.591)  0.109
H (-2.191, -4.798, -0.809)  0.095
H (-0.932, -5.408, 0.132)  0.097
H (-2.611, -3.960, 3.069)  0.141
H (-1.816, -1.319, 3.224)  0.132
H (-4.402, 2.752, -1.408)  0.093
H (-5.109, 1.173, -1.876)  0.096
H (-5.618, 1.880, -0.380)  0.104
H (-1.735, 2.577, 0.416)  0.075
H (-3.463, 2.612, 1.342)  0.128
H (-2.245, 1.302, 1.627)  0.076
H (-1.839, 1.251, -3.320)  0.094
H (-2.855, -0.149, -3.679)  0.120
H (-3.475, 1.535, -3.009)  0.070
H (-0.276, 0.627, -1.570)  0.039
H (-0.480, -0.799, -0.988)  0.058
H (-0.912, -0.782, -2.623)  0.148
C (5.521, -1.614, -2.234)  -0.072
C (5.287, -1.570, -0.847)  -0.058
C (4.094, -1.016, -0.388)  -0.050
C (3.113, -0.496, -1.230)  -0.185
C (1.939, 0.179, -0.595)  -0.071
C (1.320, -0.578, 0.470)  0.082
C (0.032, -0.628, 1.369)  -0.212
C (0.564, 0.032, 2.745)  -0.134
C (0.444, 1.400, 3.170)  -0.001
C (0.801, 1.711, 4.525)  -0.059
C (1.576, 0.864, 5.306)  -0.076
C (1.845, -0.386, 4.790)  -0.072
C (1.302, -0.798, 3.575)  -0.056
C (1.495, 1.433, -1.300)  -0.173
C (0.487, 2.207, -0.671)  -0.092
C (0.132, 3.484, -1.087)  -0.070
C (0.799, 4.009, -2.204)  -0.058
C (1.646, 3.186, -2.970)  -0.055
C (1.991, 1.916, -2.542)  -0.017
C (3.318, -0.638, -2.631)  -0.059
C (4.519, -1.179, -3.124)  -0.064
H (6.466, -2.012, -2.595)  0.104
H (6.031, -1.928, -0.141)  0.107
H (3.878, -0.969, 0.658)  0.098
H (2.014, -1.391, 0.838)  0.123
H (-0.923, -0.137, 0.978)  0.145
H (0.095, 2.144, 2.434)  0.099
H (0.624, 2.706, 4.871)  0.096
H (2.084, 1.210, 6.200)  0.115
H (2.551, -1.026, 5.293)  0.109
H (1.358, -1.858, 3.309)  0.129
H (0.087, 1.806, 0.260)  0.076
H (-0.534, 4.087, -0.450)  0.109
H (0.667, 5.066, -2.406)  0.107
H (2.136, 3.578, -3.857)  0.113
H (2.808, 1.419, -3.071)  0.097
H (2.516, -0.447, -3.350)  0.111
H (4.640, -1.328, -4.200)  0.109

Force components x, y, z for each atom (eV/Å):
-0.8 -1.2 -1.1
1.0 1.8 1.9
0.3 -0.4 -1.3
0.3 1.3 -1.0
-7.9 -12.2 2.9
-0.8 1.3 -1.5
1.0 0.5 0.1
-2.0 -0.8 -0.2
0.2 -0.5 -0.2
0.2 0.2 -0.9
1.0 0.4 -1.5
-0.7 1.0 0.4
1.5 -0.9 0.5
-0.7 0.2 1.8
0.7 0.4 0.1
0.7 0.2 0.4
-0.1 0.7 -0.2
0.2 -0.6 0.3
0.1 0.8 -1.0
-0.1 -0.1 0.2
-0.1 -0.7 0.5
1.1 0.3 1.1
1.7 -0.2 0.2
-2.1 -0.8 0.7
1.5 -0.8 -1.1
-0.3 0.5 -0.7
0.0 -0.5 0.4
-0.4 0.7 0.6
0.0 -1.4 -0.4
-1.0 0.4 -1.4
-1.0 -0.7 0.6
-0.1 1.2 0.9
-0.4 0.1 0.4
-0.3 0.3 -0.9
0.3 0.0 -0.4
0.9 -0.2 -0.3
-2.1 -2.1 1.2
1.6 0.6 -2.1
6.4 9.3 -1.2
-0.5 0.2 0.1
-0.3 -1.4 0.4
0.3 0.3 -2.1
0.0 0.0 -0.8
0.4 -0.2 -0.3
-0.6 -1.0 0.2
-0.5 0.5 0.3
1.0 0.2 0.5
0.8 -0.2 0.0
-0.3 -0.4 0.1
-0.4 0.9 0.5
0.6 -0.1 1.2
0.2 -0.7 0.4
-0.2 -0.3 0.7
-0.3 0.1 -0.1
-0.1 0.0 -0.2
0.3 0.1 0.6
-1.1 0.7 -0.7
1.8 2.8 0.0
-0.1 -0.2 0.9
-0.1 0.5 0.1
-0.5 0.0 0.1
-0.1 -0.3 0.2
0.3 0.3 0.0
0.1 0.1 -0.2
0.3 -0.2 -0.6
0.0 -0.1 -0.4
-0.2 0.0 0.1
-0.7 0.3 0.3
0.3 0.0 0.4
0.0 0.2 0.4